Here is an isolated molecule of C5H6N2 from the Open Molecules 2025 dataset. Energies are from ωB97M-V/def2-TZVPD.

Structure (XYZ):
```
13
Properties=species:S:1:pos:R:3:forces:R:3:mulliken_charge:R:1
H 1.45282 1.51824 0.94007 -1.035 -0.717 -0.929 0.23
H 3.31394 0.07131 -0.14066 -1.159 -0.017 0.106 0.38
C -0.06184 -0.18318 0.21404 5.555 0.594 -1.881 0.62
H -1.67324 1.22670 -0.20155 1.006 -0.302 0.658 0.24
N 1.79980 -1.36365 -0.00127 3.312 2.404 -0.414 -0.57
C 2.21464 -0.12355 -0.09618 0.520 -0.057 -0.228 -0.14
C 1.07230 0.92088 0.03510 1.335 -0.793 0.504 -0.37
H 0.92594 1.71667 -0.81270 0.087 -1.866 1.439 0.32
N 0.48949 -1.35996 0.00958 -4.974 0.312 1.168 -0.26
C -2.41882 -0.60349 -0.07982 -0.587 -3.947 1.719 -0.74
H -3.43284 -0.23205 0.01534 0.085 0.125 -0.740 0.31
C -1.36663 0.18399 0.01591 -3.993 1.688 -0.863 -0.26
H -2.31555 -1.77191 0.10216 -0.151 2.575 -0.539 0.24
```
Positions in Å, forces in eV/Å.

The value obtained for the relative energy (zero: lowest compared OMol25 entry of this formula, charge and spin) is 331.9 kJ/mol. Its SMILES is C=CC1=NN=CC1. The frontier orbital gap comes out at 8.559 eV. The value obtained for the calculated total energy is -303.509647 Eh. The calculation puts the LUMO energy at -0.34 eV.